Entry 1:
Below is a 2-piece molecular cluster, C31H31F6N4S overall in a non-equilibrium geometry, with properties calculated with the ωB97M-V functional and the def2-TZVPD basis.

Each line ends with the Löwdin charge.
CARTESIAN COORDINATES (ANGSTROEM)
F1 -7.46 -4.62 3.31  0.12
C1 -6.73 -4.02 4.30  -0.51
F2 -7.48 -2.99 4.79  0.12
F3 -6.59 -4.94 5.30  0.12
C2 -5.38 -3.56 3.79  -0.10
C3 -5.00 -2.23 3.87  0.06
C4 -3.71 -1.84 3.45  -0.20
N1 -3.30 -0.52 3.73  0.07
C5 -2.12 0.10 3.32  -0.70
S1 -0.87 -0.56 2.41  0.77
N2 -2.06 1.40 3.73  0.00
C6 -0.90 2.26 3.39  -0.15
C7 -0.71 2.39 1.86  -0.43
C8 -1.69 3.38 1.19  -0.12
C9 -0.85 4.24 0.23  -0.15
C10 0.63 3.88 0.51  -0.23
N3 0.57 2.75 1.39  -0.04
C11 -2.88 -2.76 2.84  0.00
C12 -3.28 -4.10 2.75  -0.09
C13 -2.34 -5.11 2.16  -0.50
F4 -2.99 -6.17 1.59  0.13
F5 -1.55 -4.55 1.19  0.09
F6 -1.49 -5.61 3.11  0.13
C14 -4.52 -4.52 3.24  0.06
H1 -5.68 -1.48 4.28  0.13
H2 -3.92 0.02 4.34  0.15
H3 -2.89 1.84 4.13  0.15
H4 -1.10 3.26 3.81  0.12
H5 0.01 1.85 3.86  0.11
H6 -0.85 1.36 1.45  0.01
H7 -2.45 2.81 0.65  0.11
H8 -2.16 4.02 1.94  0.10
H9 -1.08 3.99 -0.82  0.10
H10 -0.99 5.32 0.39  0.11
H11 1.17 3.67 -0.43  0.10
H12 1.16 4.72 0.99  0.11
H13 1.41 2.39 1.82  0.13
H14 -1.89 -2.47 2.44  -0.01
H15 -4.81 -5.56 3.18  0.14
C15 2.18 2.09 -5.78  0.01
C16 2.88 1.73 -4.53  -0.16
N4 4.09 2.25 -4.24  -0.02
C17 4.73 3.32 -5.00  0.03
C18 4.59 1.70 -3.06  -0.15
C19 3.62 0.78 -2.57  -0.11
C20 3.83 0.18 -1.34  -0.01
C21 5.00 0.49 -0.62  -0.05
C22 5.94 1.43 -1.12  -0.05
C23 5.74 2.05 -2.36  0.01
C24 2.48 0.83 -3.49  -0.09
C25 1.23 0.24 -3.30  0.11
C26 0.99 -1.04 -2.69  -0.20
C27 1.99 -2.05 -2.60  -0.03
C28 1.77 -3.23 -1.88  -0.04
C29 0.56 -3.42 -1.19  -0.02
C30 -0.48 -2.50 -1.37  -0.05
C31 -0.30 -1.37 -2.17  0.00
H16 1.33 1.41 -5.87  0.09
H17 1.80 3.13 -5.78  0.11
H18 2.84 1.98 -6.66  0.11
H19 5.65 3.61 -4.49  0.09
H20 4.97 2.97 -6.02  0.11
H21 4.06 4.19 -5.08  0.11
H22 3.08 -0.50 -0.95  0.11
H23 5.19 0.01 0.34  0.11
H24 6.83 1.66 -0.54  0.11
H25 6.45 2.75 -2.80  0.11
H26 0.35 0.80 -3.65  0.14
H27 2.95 -1.87 -3.08  0.13
H28 2.57 -3.98 -1.83  0.12
H29 0.44 -4.29 -0.55  0.11
H30 -1.44 -2.68 -0.87  0.11
H31 -1.14 -0.70 -2.35  0.12

Values from the calculation:
Spin multiplicity = 1
Highest occupied orbital energy = -9.452 eV
Energy relative to the best compared isomer or geometry (same formula, charge and spin) = 0.990 eV
Electronic energy = -2416.087271 a.u.
Total charge = +1

Entry 2:
Below is one molecule with the formula C31H31N5O3, with properties calculated with the ωB97M-V functional and the def2-TZVPD basis.

Each line ends with the natural charge from an NBO analysis.
CARTESIAN COORDINATES (ANGSTROEM)
C1 -6.82 -2.98 -0.38  -0.61
C2 -6.17 -1.62 -0.15  -0.22
N1 -4.72 -1.69 -0.24  -0.44
C3 -4.01 -2.32 0.84  -0.30
C4 -2.90 -1.40 1.38  0.70
O1 -3.09 -0.24 1.62  -0.61
N2 -1.72 -2.05 1.58  -0.61
C5 -0.44 -1.49 1.73  0.13
C6 -0.23 -0.14 1.99  -0.23
C7 1.05 0.36 1.98  -0.23
C8 2.15 -0.46 1.75  0.22
N3 3.41 0.13 1.68  -0.63
C9 4.63 -0.46 1.49  0.69
C10 5.75 0.56 1.42  -0.71
O2 4.81 -1.65 1.41  -0.61
C11 1.95 -1.83 1.57  -0.26
C12 0.66 -2.33 1.56  -0.23
C13 -4.09 -1.06 -1.27  0.66
O3 -4.70 -0.46 -2.13  -0.62
C14 -2.61 -1.15 -1.26  -0.33
C15 -1.87 -0.05 -1.44  -0.13
C16 -0.44 0.02 -1.37  -0.12
C17 0.50 -0.97 -1.60  -0.01
N4 1.72 -0.42 -1.44  -0.19
C18 2.97 -1.03 -1.57  0.22
C19 3.12 -2.41 -1.52  -0.25
C20 4.38 -2.97 -1.63  -0.17
C21 5.49 -2.17 -1.78  -0.21
C22 5.35 -0.79 -1.83  -0.20
C23 4.10 -0.22 -1.72  -0.24
N5 1.64 0.87 -1.11  -0.28
C24 0.35 1.17 -1.05  0.13
C25 -0.09 2.50 -0.66  -0.02
C26 -1.27 2.70 0.05  -0.21
C27 -1.65 3.98 0.42  -0.21
C28 -0.88 5.08 0.09  -0.02
C29 -1.32 6.46 0.47  -0.63
C30 0.31 4.87 -0.61  -0.21
C31 0.70 3.60 -0.98  -0.19
H1 -7.90 -2.87 -0.34  0.22
H2 -6.54 -3.37 -1.35  0.21
H3 -6.52 -3.69 0.39  0.19
H4 -6.45 -1.21 0.82  0.19
H5 -6.48 -0.92 -0.93  0.25
H6 -3.60 -3.30 0.54  0.19
H7 -4.72 -2.49 1.66  0.24
H8 -1.70 -3.05 1.39  0.39
H9 -1.07 0.51 2.16  0.26
H10 1.20 1.42 2.14  0.21
H11 3.39 1.14 1.72  0.40
H12 5.84 1.07 2.37  0.23
H13 6.68 0.04 1.20  0.24
H14 5.55 1.29 0.64  0.23
H15 2.79 -2.48 1.42  0.26
H16 0.51 -3.39 1.39  0.20
H17 -2.15 -2.12 -1.09  0.20
H18 -2.39 0.88 -1.61  0.23
H19 0.36 -1.99 -1.91  0.22
H20 2.26 -3.04 -1.38  0.21
H21 4.49 -4.04 -1.58  0.21
H22 6.47 -2.61 -1.86  0.22
H23 6.22 -0.16 -1.95  0.21
H24 3.96 0.85 -1.75  0.24
H25 -1.88 1.86 0.35  0.23
H26 -2.57 4.11 0.98  0.21
H27 -1.85 6.46 1.42  0.22
H28 -1.99 6.86 -0.29  0.22
H29 -0.47 7.14 0.54  0.21
H30 0.93 5.72 -0.86  0.21
H31 1.62 3.45 -1.52  0.22

Values from the calculation:
Spin multiplicity = 1
Highest occupied orbital energy = -7.811 eV
Electronic energy = -1699.463329 a.u.

Entry 3:
Below is C31H31N7NaOS as an isolated structure, with properties calculated with the ωB97M-V functional and the def2-TZVPD basis.

Each line ends with the Löwdin charge.
CARTESIAN COORDINATES (ANGSTROEM)
Na1 -0.16 -0.40 0.04  0.24
C1 2.09 1.70 -0.28  -0.09
C2 1.06 2.25 0.62  -0.11
C3 1.25 1.76 1.85  -0.06
C4 2.47 0.87 1.86  -0.27
C5 2.90 0.90 0.43  -0.05
H1 2.15 1.89 -1.34  0.10
H2 0.26 2.90 0.30  0.07
H3 0.64 1.95 2.72  0.11
H4 3.24 1.36 2.48  0.15
H5 3.74 0.33 0.05  0.11
N1 3.54 -1.12 2.74  0.08
C6 2.23 -0.54 2.43  -0.33
N2 1.44 -1.31 1.53  0.09
C7 1.68 -2.59 1.35  -0.35
N3 1.01 -3.37 0.52  0.02
N4 0.23 -2.69 -0.36  -0.02
C8 -0.91 -3.22 -0.62  -0.12
C9 -1.82 -2.60 -1.59  -0.28
C10 -3.19 -2.81 -1.46  -0.03
C11 -4.06 -2.19 -2.35  -0.08
C12 -3.52 -1.38 -3.34  -0.09
C13 -2.15 -1.22 -3.38  -0.18
N5 -1.30 -1.82 -2.55  0.12
C14 2.73 -3.29 2.14  -0.08
C15 2.87 -4.67 2.18  -0.04
C16 3.89 -5.27 2.89  -0.12
C17 4.80 -4.48 3.57  -0.12
C18 4.69 -3.10 3.54  -0.05
C19 3.65 -2.49 2.83  -0.22
H6 4.03 -0.63 3.48  0.12
H7 1.66 -0.39 3.38  0.14
H8 -1.26 -4.09 -0.07  0.11
H9 -3.57 -3.44 -0.67  0.11
H10 -5.13 -2.33 -2.26  0.10
H11 -4.15 -0.86 -4.05  0.09
H12 -1.70 -0.58 -4.13  0.10
H13 2.15 -5.25 1.62  0.10
H14 3.98 -6.35 2.92  0.09
H15 5.61 -4.93 4.13  0.09
H16 5.41 -2.47 4.06  0.10
C20 -3.64 3.59 -3.82  -0.08
C21 -3.86 2.13 -3.45  -0.29
N6 -4.10 1.92 -2.03  -0.14
C22 -5.47 1.96 -1.56  -0.22
C23 -5.90 3.32 -1.03  -0.08
C24 -3.08 1.73 -1.14  -0.73
S1 -1.47 1.70 -1.71  0.68
N7 -3.46 1.69 0.14  0.09
C25 -2.80 1.02 1.09  -0.47
O1 -2.05 0.05 0.94  -0.04
C26 -3.11 1.46 2.50  -0.12
C27 -4.03 2.47 2.77  -0.03
C28 -4.26 2.87 4.08  -0.10
C29 -3.56 2.28 5.12  -0.11
C30 -2.64 1.28 4.85  -0.09
C31 -2.41 0.87 3.55  -0.03
H17 -3.41 3.68 -4.89  0.07
H18 -2.80 3.99 -3.25  0.06
H19 -4.52 4.20 -3.62  0.05
H20 -2.98 1.55 -3.72  0.05
H21 -4.72 1.72 -3.99  0.11
H22 -5.58 1.22 -0.77  0.11
H23 -6.12 1.66 -2.39  0.11
H24 -5.24 3.64 -0.23  0.06
H25 -6.92 3.27 -0.64  0.07
H26 -5.89 4.08 -1.81  0.05
H27 -4.56 2.92 1.95  0.09
H28 -4.98 3.65 4.29  0.09
H29 -3.73 2.60 6.14  0.09
H30 -2.09 0.82 5.66  0.10
H31 -1.70 0.09 3.31  0.11

Values from the calculation:
Spin multiplicity = 1
Highest occupied orbital energy = -4.132 eV
Energy relative to the best compared isomer or geometry (same formula, charge and spin) = 0.000 eV
Electronic energy = -2219.042778 a.u.
Total charge = -1